1.
The molecule C4H7FS in a non-equilibrium geometry. Source: the Open Molecules 2025 dataset; level of theory: the ωB97M-V functional and the def2-TZVPD basis.

```
13
Properties=species:S:1:pos:R:3:mulliken_charge:R:1
C -2.512 0.566 0.277 -0.63
C 0.037 -0.128 0.627 -0.68
C 1.487 0.096 0.211 0.40
C 2.401 -0.889 0.093 -0.80
H -1.907 1.180 0.987 0.21
H -3.243 0.030 0.881 0.27
H -3.056 1.172 -0.553 0.24
H -0.063 -0.634 1.534 0.42
H -0.139 0.944 0.825 0.26
H 3.339 -0.635 -0.307 0.30
H 2.178 -1.838 0.436 0.31
F 1.737 1.277 -0.381 -0.25
S -1.326 -0.599 -0.476 -0.06
```

Results
structure (SMILES)	C=C(F)CSC
E_HOMO	-8.8	eV
energy relative to the best compared isomer or geometry (same formula, charge and spin)	41.35	kcal per mole
total charge	0

2.
The molecule C4H7FS in a non-equilibrium geometry. Source: the Open Molecules 2025 dataset; level of theory: the ωB97M-V functional and the def2-TZVPD basis.

```
13
Properties=species:S:1:pos:R:3:mulliken_charge:R:1
C -0.152 0.945 1.311 -0.40
C -0.318 0.911 -0.155 0.04
C -1.263 -0.044 -0.834 -0.73
C -0.442 -1.236 -1.087 -0.50
H 0.835 1.165 1.625 0.32
H -1.041 1.483 1.847 0.22
H -0.178 1.880 -0.718 0.41
H -1.727 0.562 -1.598 0.31
H -2.228 -0.226 -0.163 0.24
H -0.438 -1.457 -2.171 0.29
H -0.342 -2.070 -0.346 0.30
F -0.091 -0.259 1.818 -0.27
S 1.187 -0.154 -0.641 -0.23
```

Results
structure (SMILES)	FC[C@@H]1CCS1
E_HOMO	-8.6	eV
energy relative to the best compared isomer or geometry (same formula, charge and spin)	58.85	kcal per mole
total charge	0

3.
A structure of composition C4H7GdO4 in a non-equilibrium geometry. Source: the Open Molecules 2025 dataset; level of theory: the ωB97M-V functional and the def2-TZVPD basis.

```
16
Properties=species:S:1:pos:R:3:mulliken_spin:R:1
C 0.233 -2.030 1.531 0.00
O 1.028 -2.597 2.183 0.00
O -0.861 -1.704 1.219 -0.02
Gd -1.633 1.297 -1.223 7.28
O 0.173 0.194 -2.106 -0.08
C 1.388 0.026 -1.551 -0.04
C 1.388 0.586 0.095 -0.02
O 0.675 1.820 0.105 -0.11
C 1.388 2.955 -0.336 -0.02
H 2.187 0.588 -2.080 0.00
H 1.675 -1.042 -1.456 -0.01
H 2.467 0.718 0.282 0.00
H 1.113 0.253 1.105 -0.01
H 0.714 3.507 -1.004 0.03
H 1.683 3.575 0.524 -0.01
H 2.292 2.672 -0.897 -0.01
```

Results
E_HOMO (spin up / spin down)	-4.5 / -7.6	eV
energy relative to the best compared isomer or geometry (same formula, charge and spin)	109.05	kcal per mole
spin multiplicity	8
total charge	0

4.
The molecule C4H7I2N in a non-equilibrium geometry. Source: the Open Molecules 2025 dataset; level of theory: the ωB97M-V functional and the def2-TZVPD basis.

```
14
Properties=species:S:1:pos:R:3:mulliken_charge:R:1
C 1.241 -0.064 0.598 -0.29
C -0.284 0.911 -1.161 -1.17
C -1.271 -0.989 0.441 -0.93
C -0.158 0.372 0.260 0.27
N 2.202 0.383 -0.045 -0.52
I -1.585 -2.405 -1.175 0.04
I -0.678 1.673 1.997 0.10
H 1.458 -0.815 1.340 0.42
H -1.407 0.956 -1.572 0.30
H 0.129 1.978 -1.389 0.30
H 0.120 0.168 -1.816 0.37
H -2.221 -0.771 0.985 0.44
H -0.616 -1.490 1.199 0.40
H 3.070 0.094 0.337 0.27
```

Results
structure (SMILES)	[H]/N=C/[C@](C)(I)CI
E_HOMO	-9.6	eV
energy relative to the best compared isomer or geometry (same formula, charge and spin)	12.20	kcal per mole
total charge	0

5.
The molecule C4H7IN2 in a non-equilibrium geometry. Source: the Open Molecules 2025 dataset; level of theory: the ωB97M-V functional and the def2-TZVPD basis.

```
14
Properties=species:S:1:pos:R:3:mulliken_charge:R:1
C 0.605 1.206 -0.684 -0.64
C 0.020 -0.239 -0.387 0.46
C -1.186 0.114 0.639 -0.52
C 0.961 -1.338 0.272 -1.52
N -0.396 2.118 -0.155 -0.23
N -1.173 1.560 0.535 -0.17
I -3.148 -0.526 -0.131 0.05
H 1.562 1.355 -0.327 0.39
H 0.677 1.515 -1.755 0.24
H -0.446 -0.749 -1.283 0.34
H -1.087 -0.215 1.693 0.47
H 1.501 -0.957 1.231 0.34
H 1.709 -1.612 -0.310 0.48
H 0.401 -2.231 0.661 0.32
```

Results
structure (SMILES)	C[C@@H]1CN=N[C@H]1I
E_HOMO	-9.0	eV
energy relative to the best compared isomer or geometry (same formula, charge and spin)	49.87	kcal per mole
total charge	0

6.
The molecule C4H7IN2S in a non-equilibrium geometry. Source: the Open Molecules 2025 dataset; level of theory: the ωB97M-V functional and the def2-TZVPD basis.

```
15
Properties=species:S:1:pos:R:3:mulliken_charge:R:1
C -1.715 -0.999 -0.013 0.31
C -0.115 0.739 -0.093 -0.64
C -1.470 1.288 0.124 -0.53
C 0.689 -1.610 0.004 -1.09
N -0.379 -0.724 0.151 -0.01
N -2.320 0.190 -0.026 -0.38
S -2.283 -2.528 -0.021 -0.42
I -4.383 0.313 -0.006 0.23
H 0.260 0.780 -1.155 0.30
H 0.588 1.128 0.570 0.36
H -1.437 1.685 1.099 0.36
H -1.625 2.016 -0.612 0.38
H 0.920 -1.617 -1.071 0.37
H 1.533 -1.285 0.442 0.40
H 0.610 -2.525 0.517 0.36
```

Results
structure (SMILES)	CN1CCN(I)C1=S
E_HOMO	-8.1	eV
energy relative to the best compared isomer or geometry (same formula, charge and spin)	2.93	kcal per mole
total charge	0

7.
A cluster of 2 separate species, C4H7IS in total in a non-equilibrium geometry. Source: the Open Molecules 2025 dataset; level of theory: the ωB97M-V functional and the def2-TZVPD basis.

```
13
Properties=species:S:1:pos:R:3:mulliken_charge:R:1
C 0.197 -0.164 -0.644 -0.94
C 0.112 1.151 -0.340 0.23
C -1.879 -1.914 2.620 -0.31
C 1.435 1.791 -0.146 -1.07
S -2.184 -0.530 3.347 -0.14
I -3.416 -3.326 2.075 0.09
H -0.689 -0.702 -0.733 0.36
H 1.094 -0.676 -0.373 0.23
H -0.816 1.750 -0.426 0.31
H -0.884 -2.097 2.197 0.36
H 2.098 1.084 0.113 0.33
H 1.415 2.763 0.354 0.31
H 1.802 2.158 -1.180 0.24
```

Results
structure (SMILES)	C=CC.S=CI
E_HOMO	-9.1	eV
energy relative to the best compared isomer or geometry (same formula, charge and spin)	36.81	kcal per mole
total charge	0

8.
A structure of composition C4H7InO in a non-equilibrium geometry. Source: the Open Molecules 2025 dataset; level of theory: the ωB97M-V functional and the def2-TZVPD basis.

```
13
Properties=species:S:1:pos:R:3:mulliken_spin:R:1
C -1.406 0.089 -0.099 0.00
C 0.080 -0.214 -0.157 0.02
C 1.009 0.927 -0.220 0.03
O 2.253 0.786 -0.524 0.06
In 3.405 -0.372 -1.325 0.88
H -1.648 1.071 0.325 0.00
H 0.337 -0.981 -0.896 -0.01
H -1.953 -0.214 -0.996 0.00
H 0.656 0.713 1.032 -0.01
C -1.115 -0.980 0.894 0.01
H -0.881 -0.711 1.925 0.00
H -1.360 -2.017 0.669 0.00
H 0.624 1.906 -0.627 0.01
```

Results
E_HOMO (spin up / spin down)	-24.6 / -26.2	eV
energy relative to the best compared isomer or geometry (same formula, charge and spin)	43.10	kcal per mole
spin multiplicity	2
total charge	+3

9.
A structure of composition C4H7IrO3 in a non-equilibrium geometry. Source: the Open Molecules 2025 dataset; level of theory: the ωB97M-V functional and the def2-TZVPD basis.

```
15
Properties=species:S:1:pos:R:3:mulliken_spin:R:1
H 0.688 3.708 -0.757 0.17
O 2.182 1.072 -0.276 0.07
C 2.314 -0.044 0.168 0.00
C 1.027 -0.839 0.400 -0.01
O 0.265 -0.783 -0.596 0.02
C -1.174 -1.019 -0.560 0.01
C -1.694 0.016 0.439 0.03
O -0.877 1.118 0.531 0.34
Ir 0.272 2.132 -0.484 3.34
H 3.276 -0.577 0.212 0.00
H 0.976 -1.647 1.144 0.00
H -1.338 -2.058 -0.256 0.00
H -1.523 -0.853 -1.584 -0.01
H -1.646 -0.455 1.440 0.02
H -2.746 0.229 0.181 0.01
```

Results
E_HOMO (spin up / spin down)	-18.7 / -19.9	eV
energy relative to the best compared isomer or geometry (same formula, charge and spin)	21.94	kcal per mole
spin multiplicity	5
total charge	+2

10.
A structure of composition C4H7LaO in a non-equilibrium geometry. Source: the Open Molecules 2025 dataset; level of theory: the ωB97M-V functional and the def2-TZVPD basis.

```
13
Properties=species:S:1:pos:R:3:mulliken_spin:R:1
C -1.448 -0.208 0.789 0.00
C -0.404 0.584 0.017 0.00
C 0.934 0.004 -0.153 -0.01
O 1.855 0.649 -0.763 -0.02
La 4.635 0.304 -0.041 1.04
H -1.150 -1.171 1.206 0.00
H -0.441 1.672 0.094 0.00
H -2.120 0.376 1.418 0.00
H 0.896 -1.087 -0.363 0.00
C -1.574 -0.092 -0.685 0.00
H -1.348 -0.968 -1.295 0.00
H -2.328 0.577 -1.098 0.00
H 2.494 -0.640 0.873 -0.01
```

Results
E_HOMO (spin up / spin down)	-10.5 / -11.6	eV
spin multiplicity	2
total charge	+1

11.
The molecule C4H7N in a non-equilibrium geometry. Source: the Open Molecules 2025 dataset; level of theory: the ωB97M-V functional and the def2-TZVPD basis.

```
12
Properties=species:S:1:pos:R:3:mulliken_charge:R:1
C -1.820 0.317 0.013 -0.59
C -0.650 0.900 0.075 -0.35
C 0.761 0.378 -0.353 -0.03
C 1.109 -1.061 -0.371 -0.34
H -2.003 -0.727 -0.206 0.25
H -2.736 0.884 0.347 0.23
H -0.646 1.906 0.510 0.29
H 1.261 1.052 -0.953 0.37
H 0.308 -1.687 0.164 0.18
H 1.703 -1.428 -1.203 0.25
H 1.070 -0.365 1.385 0.32
N 1.643 -0.168 0.591 -0.56
```

Results
structure (SMILES)	C=C[C@@H]1CN1
E_HOMO	-9.5	eV
energy relative to the best compared isomer or geometry (same formula, charge and spin)	55.92	kcal per mole
total charge	0

12.
The molecule C4H7N in a non-equilibrium geometry. Source: the Open Molecules 2025 dataset; level of theory: the ωB97M-V functional and the def2-TZVPD basis.

```
12
Properties=species:S:1:pos:R:3:mulliken_charge:R:1
N 0.812 -2.093 -0.570 -0.41
C 0.516 -0.804 -0.211 0.04
C -0.719 -0.297 -0.093 -0.43
C -0.926 1.110 0.289 0.08
C -0.042 1.993 0.743 -0.85
H 1.714 -2.507 -0.434 0.19
H 0.190 -2.682 -1.095 0.17
H 1.367 -0.149 -0.107 0.25
H -1.582 -0.771 -0.543 0.25
H -1.951 1.450 0.124 0.25
H -0.341 3.024 0.853 0.24
H 0.962 1.728 1.043 0.23
```

Results
structure (SMILES)	C=C/C=C/N
E_HOMO	-7.5	eV
energy relative to the best compared isomer or geometry (same formula, charge and spin)	29.13	kcal per mole
total charge	0